ORCA calculation (ωB97M-V/def2-TZVPD) on a molecular structure, C20H22N4O2Sn.

The geometry in XYZ format:
```
49
Properties=species:S:1:pos:R:3:forces:R:3
N 1.0338 2.1502 -0.6541 -0.22 -0.66 0.35
C 1.0280 3.2900 -0.5028 0.09 -0.11 0.09
C 1.0274 4.7119 -0.2857 0.02 0.60 0.01
H -0.0037 5.0874 -0.3055 0.21 -0.04 -0.03
H 1.6063 5.2084 -1.0758 -0.11 -0.07 0.16
H 1.4797 4.9399 0.6883 -0.06 -0.05 -0.21
N 2.8604 -1.8226 -0.9726 -0.66 0.42 0.31
C 3.8242 -2.4544 -0.9948 -0.55 0.37 -0.04
C 5.0216 -3.2381 -1.0469 0.60 -0.38 -0.03
H 5.7111 -2.8068 -1.7835 -0.11 -0.07 0.12
H 4.7772 -4.2663 -1.3405 0.03 0.15 0.04
H 5.5074 -3.2498 -0.0638 -0.08 0.01 -0.15
N -1.5057 -1.7960 -0.6610 0.43 0.45 0.38
C -2.5567 -2.2364 -0.5034 0.22 -0.02 0.07
C -3.8632 -2.7953 -0.2838 -0.57 -0.26 -0.03
H -3.8112 -3.5714 0.4903 0.01 0.12 -0.16
H -4.2370 -3.2412 -1.2158 0.05 0.07 0.20
H -4.5538 -2.0045 0.0373 0.11 -0.19 -0.09
Sn 0.6943 -0.4204 -0.8176 0.34 -0.20 -0.13
C 0.7669 -2.4134 1.2165 -0.03 -2.34 2.64
O 0.7338 -3.1497 2.0950 0.10 2.32 -2.84
C 2.5370 0.3248 1.2201 1.88 0.82 2.24
O 3.2040 0.6469 2.0896 -1.83 -0.88 -2.45
C 1.2422 0.8831 -3.2798 1.35 0.33 -0.26
C -0.1401 0.9512 -3.1473 -0.64 1.04 0.22
C -0.8977 -0.2175 -3.1476 -1.20 0.16 0.23
C -0.2705 -1.4515 -3.2811 0.25 -1.36 -0.25
C 1.1167 -1.5238 -3.3995 -0.10 -0.72 -0.31
C 1.8751 -0.3534 -3.3998 0.61 0.39 -0.31
H 1.8405 1.8039 -3.3328 -0.33 -0.49 0.08
H -0.6405 1.9312 -3.0912 0.28 -0.57 -0.02
H -1.9964 -0.1614 -3.0915 0.62 -0.02 -0.02
H -0.8664 -2.3735 -3.3355 0.31 0.50 0.09
H 1.6060 -2.4955 -3.5362 -0.25 0.41 0.09
H 2.9616 -0.4029 -3.5382 -0.48 0.06 0.09
C -3.1605 1.8771 4.5920 -0.13 0.10 -0.46
C -2.2484 1.3602 3.5181 -1.91 1.15 -0.04
C -1.0908 0.6517 3.8513 -0.30 0.17 1.03
C -0.2625 0.1715 2.8227 1.11 -0.62 -2.62
N -0.5462 0.3699 1.5286 1.37 -0.85 0.70
C -1.6483 1.0614 1.2017 -0.42 0.24 0.04
C -2.5257 1.5698 2.1646 -0.01 -0.02 0.89
H -3.5542 1.0628 5.2142 0.17 0.00 -0.03
H -2.6410 2.5748 5.2617 0.08 -0.15 -0.03
H -4.0082 2.4026 4.1450 0.11 -0.07 0.14
H -0.8271 0.4680 4.8878 0.02 -0.01 0.05
H 0.6503 -0.3859 3.0777 -0.41 0.24 -0.17
H -1.8434 1.2168 0.1354 0.04 -0.04 0.33
H -3.4064 2.1162 1.8501 -0.01 0.02 0.07
```
Forces are in eV/Å.

Calculated values
charge	+4
Kohn-Sham gap (spin up / spin down)	5.05 / 4.89	eV

ORCA calculation (ωB97M-V/def2-TZVPD) on a single C20H22N4O3 molecule.

The geometry in XYZ format:
```
49
Properties=species:S:1:pos:R:3:forces:R:3
C -0.6499 -5.2116 -0.7359 1.24 1.48 3.69
C -0.8557 -4.0914 0.0559 -1.83 -2.52 -4.48
C -1.6381 -2.8793 -0.4308 1.44 0.58 2.72
N -0.7357 -1.6291 -0.1241 -0.32 -1.82 -3.79
C 0.4635 -1.4835 -1.0561 -0.43 0.23 1.86
C 0.1772 -1.2090 -2.4854 3.42 0.90 -2.81
C 1.1300 -0.8361 -3.4684 -3.00 -2.47 1.36
C -0.9302 -0.8616 0.9732 -1.72 0.10 3.27
N -0.9088 -1.4598 2.2097 -0.29 1.71 -1.64
C -1.3142 -0.6935 3.2862 0.20 0.19 -2.87
C -1.2274 -1.2224 4.5222 -0.11 -0.51 4.03
C -1.6234 -0.4852 5.6846 0.21 -1.72 -1.89
C -2.1960 0.7620 5.5350 0.75 3.42 -1.77
C -2.0763 1.4040 4.2519 -1.12 -1.15 2.04
C -1.7539 0.6566 3.1279 1.08 -2.25 2.53
N -1.7713 1.2270 1.9840 0.48 -0.13 -6.99
C -1.4443 0.4809 0.8509 0.25 1.69 2.96
C -1.4535 1.2067 -0.5006 -0.58 0.31 0.71
C -2.5258 2.2658 -0.4910 -0.71 0.39 -0.08
N -3.3198 3.1138 -0.4730 1.24 -1.35 -0.12
C -0.1490 2.0670 -0.6487 0.22 0.21 1.02
O 0.4915 2.5389 0.2745 -0.97 -1.00 -1.62
O 0.0511 2.2795 -1.9468 0.28 -0.59 -0.29
C 1.1006 3.1751 -2.2759 0.43 2.67 -1.08
C 2.4944 2.5909 -2.1182 2.78 -1.93 3.12
O 3.5563 3.0897 -2.9196 -2.30 2.12 -0.35
C 4.8337 2.6150 -2.6921 -0.88 -2.52 -1.03
H -0.4526 -5.2196 -1.7763 -0.52 0.03 -0.98
H -0.3341 -6.0978 -0.1280 -0.20 0.60 -1.02
H -0.8867 -4.2997 1.0665 0.20 0.17 2.17
H -2.6039 -2.9107 0.1847 1.44 0.77 -0.60
H -1.9751 -2.9635 -1.4575 0.52 0.32 -0.36
H 1.0433 -0.6207 -0.7121 0.20 -0.32 0.50
H 1.0621 -2.4138 -0.9324 -0.17 0.61 -0.18
H -0.8321 -1.3679 -2.7361 -1.09 -0.28 -0.89
H 2.1857 -0.7135 -3.3352 0.37 0.18 0.88
H 0.9508 -1.0706 -4.5428 -0.61 0.88 0.87
H -0.8179 -2.2303 4.5941 -0.11 0.26 0.21
H -1.5113 -0.9112 6.6655 -0.05 -0.25 0.14
H -2.5159 1.4187 6.3756 0.28 -0.92 -0.55
H -2.2829 2.4198 3.9629 -0.41 0.41 0.75
H -1.6266 0.4662 -1.3412 0.41 1.09 0.88
H 1.0106 3.4968 -3.3685 -0.30 -0.67 1.42
H 0.8836 4.0964 -1.6402 0.88 -1.02 -0.82
H 2.8992 2.6106 -1.0192 -1.15 0.52 -1.47
H 2.5492 1.4960 -2.2634 -1.04 0.09 -0.31
H 5.0425 2.0226 -3.6058 0.59 -0.08 0.71
H 4.9475 2.0236 -1.7924 -0.32 -0.54 0.24
H 5.5399 3.3583 -2.5877 1.33 2.10 -0.07
```
Forces are in eV/Å.

Calculated values
SMILES string	C=CCN(CC=C)c1nc2ccccc2nc1[C@@H](C#N)C(=O)OCCOC
Kohn-Sham gap	7.97	eV

ORCA calculation (ωB97M-V/def2-TZVPD) on a single C20H22N4O3S molecule.

The geometry in XYZ format:
```
50
Properties=species:S:1:pos:R:3:forces:R:3
C -5.6989 -1.0593 1.2743 -0.02 0.24 0.05
C -5.1620 0.3495 1.4980 0.19 -0.14 0.01
C -3.7478 0.5444 0.9532 -0.21 0.10 -0.14
C -3.6832 0.4469 -0.5745 -0.06 -0.11 0.29
N -2.3673 0.7368 -1.0831 0.38 0.04 -0.10
C -1.8544 2.0866 -1.2031 -0.85 0.98 -0.07
N -0.4131 1.9480 -1.3236 0.63 0.70 0.19
S 0.5374 3.1630 -0.5406 -0.09 -0.06 0.07
O -0.2097 3.5241 0.6324 0.16 -0.22 0.19
O 0.7850 4.1844 -1.5074 0.27 -0.22 -0.18
C 2.0188 2.2998 -0.1064 -0.65 0.58 -0.01
C 3.0996 2.3130 -0.9697 0.11 0.04 -0.01
C 4.1984 1.5384 -0.6758 0.02 -0.07 0.09
C 4.2108 0.7319 0.4699 -0.16 0.17 -0.14
O 5.3138 -0.0295 0.6380 -0.07 0.26 -0.28
C 5.3604 -0.9352 1.7183 0.01 -0.19 0.22
C 3.1233 0.7563 1.3434 0.12 -0.13 0.07
C 2.0271 1.5451 1.0479 0.01 0.10 0.08
C -0.1111 0.6117 -1.2400 0.99 -1.27 0.03
N 1.0580 0.0661 -1.2783 -0.76 0.33 -0.38
C 1.0561 -1.3015 -1.1387 -0.24 -0.44 0.15
C 2.2809 -1.9767 -1.1731 -0.07 -0.15 0.02
C 2.3227 -3.3393 -1.0017 0.18 0.05 -0.03
C 1.1451 -4.0606 -0.7921 -0.12 -0.08 0.02
C -0.0692 -3.4198 -0.7548 0.13 0.00 -0.03
C -0.1414 -2.0315 -0.9274 0.50 -0.02 -0.02
N -1.3668 -1.4184 -0.8697 -0.50 0.77 -0.07
C -1.3333 -0.1328 -1.0543 0.18 -0.72 0.05
H -5.0074 -1.7965 1.6751 0.06 -0.14 0.03
H -6.6571 -1.1795 1.7745 -0.09 -0.09 0.00
H -5.8424 -1.2615 0.2165 -0.04 -0.12 -0.11
H -5.8323 1.0748 1.0312 -0.04 0.09 0.06
H -5.1482 0.5566 2.5703 -0.05 0.08 -0.02
H -3.0839 -0.2128 1.3753 0.08 0.01 0.03
H -3.3796 1.5260 1.2618 0.08 0.00 0.01
H -3.9190 -0.5692 -0.8945 -0.11 0.10 -0.06
H -4.3883 1.1459 -1.0327 -0.04 -0.10 -0.03
H -2.0905 2.7101 -0.3281 -0.08 -0.17 -0.15
H -2.2553 2.5735 -2.1048 0.01 -0.06 0.20
H 3.0515 2.9221 -1.8571 0.09 0.03 -0.16
H 5.0583 1.5133 -1.3258 0.09 0.02 -0.08
H 6.3051 -1.4660 1.6141 -0.09 0.02 0.05
H 4.5337 -1.6504 1.6729 0.02 0.04 0.00
H 5.3439 -0.4140 2.6802 -0.01 -0.01 -0.04
H 3.1147 0.1563 2.2388 0.02 -0.05 0.07
H 1.1700 1.5770 1.7023 -0.07 -0.08 0.12
H 3.1744 -1.3952 -1.3414 0.11 0.07 -0.01
H 3.2693 -3.8590 -1.0313 0.08 -0.03 -0.01
H 1.1931 -5.1317 -0.6604 -0.01 -0.08 0.01
H -0.9893 -3.9611 -0.5982 -0.10 -0.05 0.03
```
Forces are in eV/Å.

Calculated values
SMILES string	CCCCN1CN(S(=O)(=O)c2ccc(OC)cc2)c2nc3ccccc3nc21
Kohn-Sham gap	8.22	eV

ORCA calculation (ωB97M-V/def2-TZVPD) on a single C20H22N4O4S molecule.

The geometry in XYZ format:
```
51
Properties=species:S:1:pos:R:3:forces:R:3
C -5.8523 0.3254 -1.2367 -0.21 0.11 -0.06
O -4.5843 -0.1945 -0.9292 0.39 -0.14 0.39
C -4.0334 0.0989 0.2965 -0.04 0.03 -0.13
C -4.6073 0.9746 1.2013 -0.11 0.02 -0.18
C -4.0263 1.1976 2.4414 0.07 -0.01 0.10
C -2.8633 0.5390 2.7780 -0.10 0.10 0.13
C -2.2702 -0.3256 1.8732 -0.03 -0.02 -0.16
C -2.8243 -0.5602 0.6192 -0.17 0.05 0.00
N -2.2893 -1.4805 -0.2843 -0.16 -0.22 -0.01
C -1.3323 -2.4600 0.1697 0.01 -0.06 -0.01
C 0.1115 -1.9024 0.1937 0.13 0.00 0.26
N 0.1362 -0.6540 -0.5400 -0.23 -0.36 0.09
C 0.7592 0.4110 -0.0097 -0.23 0.45 -0.11
O 1.3280 0.3499 1.0712 0.19 0.14 0.27
C 0.8041 1.7003 -0.8184 0.19 -0.07 0.12
C 2.0156 1.6525 -1.7625 -0.22 0.17 -0.24
N 3.1849 1.2017 -1.0206 -0.09 0.03 -0.29
C 3.8096 2.1559 -0.2382 0.35 0.01 0.13
O 3.5428 3.3330 -0.3032 -0.20 0.34 0.01
N 4.7961 1.6928 0.6002 0.16 0.20 0.30
C 5.0796 0.3648 0.7469 -0.45 -0.72 -0.63
C 6.0009 -0.2319 1.6358 0.09 -0.07 0.09
C 6.0165 -1.5857 1.4993 -0.31 -0.01 -0.31
S 4.9311 -2.1688 0.3055 0.05 0.41 0.08
C 4.4272 -0.5556 -0.0476 0.47 -0.12 0.50
C 3.4085 -0.1778 -0.9885 0.31 -0.01 0.04
O 2.7888 -0.9352 -1.7077 0.00 -0.18 -0.04
C -0.4934 -0.7736 -1.8299 -0.09 0.00 -0.14
C -2.0078 -1.0620 -1.6397 0.02 0.12 -0.22
H -6.1134 -0.0977 -2.2061 -0.04 0.06 0.07
H -5.8369 1.4182 -1.3147 -0.01 -0.06 0.03
H -6.6024 0.0254 -0.4980 0.03 0.02 -0.02
H -5.5264 1.4842 0.9584 -0.08 0.01 -0.07
H -4.4944 1.8809 3.1334 -0.03 0.06 0.06
H -2.4011 0.7003 3.7399 0.05 0.02 0.08
H -1.3496 -0.8088 2.1535 0.16 -0.08 -0.03
H -1.6285 -2.8222 1.1545 0.04 -0.05 -0.06
H -1.3897 -3.3000 -0.5311 0.00 -0.01 0.09
H 0.8116 -2.6053 -0.2731 -0.01 0.01 0.05
H 0.4601 -1.6918 1.2057 -0.04 -0.08 -0.15
H 0.9563 2.5125 -0.1052 -0.08 -0.11 -0.03
H -0.1129 1.8875 -1.3729 -0.02 0.03 -0.05
H 2.2265 2.6462 -2.1613 -0.05 -0.18 0.02
H 1.8622 0.9385 -2.5737 0.04 0.16 0.10
H 5.2278 2.3798 1.2023 -0.16 -0.02 -0.18
H 6.6069 0.3155 2.3341 0.14 0.07 0.15
H 6.6166 -2.2853 2.0470 0.14 -0.11 0.13
H -0.0058 -1.6031 -2.3546 0.02 0.10 -0.04
H -0.3506 0.1243 -2.4245 0.05 -0.05 -0.01
H -2.5915 -0.1727 -1.8619 0.07 -0.10 -0.04
H -2.3211 -1.8559 -2.3273 0.01 0.11 -0.06
```
Forces are in eV/Å.

Calculated values
SMILES string	COc1ccccc1N1CCN(C(=O)CCn2c(=O)[nH]c3ccsc3c2=O)CC1
Kohn-Sham gap	7.97	eV

ORCA calculation (ωB97M-V/def2-TZVPD) on a single C20H22N6O4S molecule.

The geometry in XYZ format:
```
53
Properties=species:S:1:pos:R:3:forces:R:3
C -5.6132 -2.3856 0.7666 0.33 0.27 0.04
C -4.1459 -2.1200 1.0650 -0.12 -0.57 -0.15
O -3.8565 -0.7213 1.1104 0.02 0.34 0.06
C -3.6799 -0.1188 -0.0683 -0.23 0.37 0.10
O -3.7833 -0.6605 -1.1458 -0.02 -0.47 -0.27
N -3.4105 1.2212 0.0710 -0.25 -0.01 0.07
C -2.8667 1.8852 -1.0948 -0.13 -0.02 -0.23
C -1.3163 1.8694 -1.0006 -0.11 0.03 -0.14
N -0.9184 0.9204 0.0137 0.13 0.22 0.22
C -0.7580 -0.4151 -0.1906 0.24 0.05 -0.13
O -0.6784 -1.2048 0.7253 -0.21 -0.13 0.21
C -0.6448 -0.8610 -1.6420 0.32 -0.61 0.05
S -0.1370 -2.5968 -1.6783 -0.36 -0.03 -0.38
C 1.4072 -2.4551 -0.8788 0.06 0.46 -0.11
N 1.9364 -1.2837 -0.7157 -0.11 0.06 -0.12
C 3.1303 -1.2988 -0.0760 0.28 -1.00 0.19
C 3.7995 -2.4511 0.3664 -0.22 0.61 -0.13
C 4.9887 -1.9635 0.9456 -0.28 0.06 -0.17
N 5.0404 -0.6597 0.8602 0.74 0.03 0.41
N 3.9153 -0.2404 0.2423 -0.34 -0.84 -0.07
C 3.7239 1.1253 0.0122 0.00 0.85 -0.12
C 4.7669 2.0023 0.2995 0.02 -0.14 0.01
C 4.6066 3.3556 0.0750 -0.09 0.00 -0.03
C 3.4153 3.8431 -0.4378 -0.05 0.13 -0.03
C 2.3798 2.9676 -0.7184 0.09 0.09 0.02
C 2.5232 1.6105 -0.4932 -0.02 -0.15 0.03
C 3.2164 -3.7475 0.1652 0.00 0.20 -0.07
O 3.6363 -4.8393 0.4655 0.12 -0.20 0.10
N 1.9720 -3.6245 -0.4915 -0.20 -0.17 -0.08
C -1.3255 1.3493 1.3395 0.11 -0.07 0.32
C -2.8345 1.7147 1.3043 0.01 0.00 0.20
H -5.8024 -3.4544 0.8056 -0.05 -0.13 0.01
H -5.8610 -2.0194 -0.2266 -0.05 -0.02 -0.06
H -6.2440 -1.8850 1.4974 -0.09 -0.01 0.07
H -3.5107 -2.5870 0.3059 -0.02 0.06 0.19
H -3.8668 -2.4878 2.0539 0.01 0.03 -0.14
H -3.2197 1.3447 -1.9737 0.07 0.16 0.09
H -3.2458 2.9093 -1.1279 0.03 -0.04 -0.03
H -0.9481 2.8485 -0.6806 0.05 -0.06 -0.11
H -0.8678 1.6305 -1.9621 0.03 0.07 0.02
H -1.6283 -0.8291 -2.1158 0.06 0.01 -0.04
H 0.0845 -0.2836 -2.2071 -0.10 0.09 0.05
H 5.7807 -2.5182 1.4060 0.21 -0.07 0.11
H 5.6860 1.6024 0.6956 0.05 0.02 0.02
H 5.4166 4.0333 0.2987 0.08 0.04 0.02
H 3.2941 4.9009 -0.6170 -0.01 0.09 -0.02
H 1.4514 3.3455 -1.1210 -0.09 0.01 -0.03
H 1.7204 0.9239 -0.6991 -0.04 0.05 -0.02
H 1.4681 -4.4884 -0.6560 0.12 0.07 0.10
H -0.7172 2.2062 1.6404 -0.02 -0.03 0.02
H -1.1396 0.5179 2.0198 -0.02 0.18 -0.06
H -3.3627 1.2747 2.1475 0.08 0.16 -0.02
H -2.9768 2.7979 1.3201 -0.03 -0.06 0.04
```
Forces are in eV/Å.

Calculated values
SMILES string	CCOC(=O)N1CCN(C(=O)CSc2nc3c(cnn3-c3ccccc3)c(=O)[nH]2)CC1
Kohn-Sham gap	8.99	eV

ORCA calculation (ωB97M-V/def2-TZVPD) on a single C20H22O6 molecule.

The geometry in XYZ format:
```
48
Properties=species:S:1:pos:R:3:forces:R:3
C 0.5617 -4.5613 -2.8466 -0.68 0.09 0.61
O 0.3777 -3.9026 -1.5443 0.40 0.15 -1.09
C -0.4678 -2.8168 -1.5693 -0.47 1.54 0.22
C -1.6828 -2.8779 -2.2483 0.33 1.02 1.11
C -2.5904 -1.8233 -2.2315 -0.08 -1.05 -0.77
C -2.2897 -0.6330 -1.6401 1.06 -0.17 0.66
C -1.0882 -0.4674 -0.9479 1.44 -0.46 -0.38
C -0.7891 0.9782 -0.4451 -0.14 -1.29 -0.55
C -0.2263 1.0142 0.9379 0.34 0.41 1.56
C -0.6171 0.0905 1.9336 -0.20 -0.49 -0.17
C -0.1487 0.1800 3.2365 0.38 1.19 -1.18
C 0.7233 1.1862 3.6132 0.26 1.49 -3.33
C 1.1421 2.0948 2.6332 0.72 0.93 1.41
C 0.6218 2.0582 1.3404 -0.50 -0.91 -0.61
O 0.9911 3.0511 0.4768 0.91 0.00 0.08
C 0.3419 3.1983 -0.8028 0.12 -0.32 0.50
C -0.8937 4.0334 -0.5225 -0.35 0.91 -0.98
O 1.2117 3.9582 -1.6028 0.05 -0.04 0.25
C 0.0537 1.8010 -1.4356 0.78 0.12 0.12
C 1.3530 1.0842 -1.8533 -0.48 0.47 -0.74
O 1.0343 1.1893 4.9187 -0.48 -0.93 0.24
C 0.3087 0.0403 5.3923 -0.03 -0.40 1.83
O -0.4363 -0.5472 4.3320 -0.24 -0.87 0.99
C -0.1366 -1.5715 -0.9064 -1.72 -0.17 -0.82
O 1.0730 -1.4088 -0.3269 0.43 -0.36 1.23
C 1.3722 -2.3148 0.7789 -0.24 -0.27 -0.23
H -0.3252 -5.1673 -3.1233 0.37 0.47 0.18
H 0.7912 -3.8446 -3.6470 -0.16 -0.01 0.36
H 1.3867 -5.2530 -2.7408 0.21 0.03 0.24
H -1.9317 -3.7702 -2.7338 -0.43 -1.16 -0.66
H -3.5357 -1.9733 -2.7366 -0.03 0.13 -0.05
H -2.9560 0.1901 -1.7135 -0.57 0.58 0.05
H -1.7652 1.4591 -0.4398 -0.23 0.03 0.17
H -1.2885 -0.7190 1.6244 0.20 0.27 0.33
H 1.8429 2.9115 2.9137 -0.63 -0.63 -0.30
H -0.6613 5.0420 -0.1524 0.45 -0.41 -0.11
H -1.5467 3.6058 0.2171 -0.16 -0.53 0.26
H -1.4671 4.1974 -1.4438 0.04 -0.20 0.10
H 2.1234 3.6149 -1.5506 -0.70 -0.06 0.12
H -0.5253 1.9931 -2.3443 -0.08 -0.03 0.13
H 1.9602 0.7782 -1.0339 0.39 -0.12 0.76
H 1.9488 1.6781 -2.5396 0.07 0.44 0.05
H 1.1505 0.1995 -2.4446 -0.35 -0.31 0.10
H 1.0434 -0.6928 5.8099 -0.57 0.44 -0.38
H -0.4044 0.3689 6.1899 0.56 -0.24 -0.57
H 1.9407 -1.7975 1.5559 -0.08 0.32 -0.36
H 1.9713 -3.1567 0.4077 -0.27 0.20 0.04
H 0.4485 -2.6975 1.2552 0.36 0.20 -0.42
```
Forces are in eV/Å.

Calculated values
SMILES string	COc1cccc([C@H]2c3cc4c(cc3O[C@@](C)(O)[C@H]2C)OCO4)c1OC
Kohn-Sham gap	8.28	eV

no.,maximum force (eV/A),energy (eV)
1,3.7,-36936.4358
2,7.0,-33193.7810
3,1.6,-44034.8346
4,1.1,-46084.0479
5,1.1,-49064.6451
6,3.7,-33380.0431